1.
Density functional theory data (ωB97M-V/def2-TZVPD) for 2 unconnected molecules or ions with the total composition C3H3NO2.

Computed properties:
Structure (SMILES): O=C1CO1.C#N
Relative energy (zero: lowest compared OMol25 entry of this formula, charge and spin), kJ/mol: 346.9
HOMO energy, eV: -10.175
LUMO level, eV: 0.84

The geometry in ORCA input format:
```
! RIJCOSX wB97M-V def2-TZVPD def2/J DEFGRID3
* xyz 0 1
O -0.81826 2.27898 -0.57594
C -0.85920 1.06525 -0.60202
C -0.12916 -0.11475 -1.17084
O -1.22975 -0.10985 -0.18106
H -0.45577 -0.55737 -2.07685
H 0.82151 -0.45028 -0.64124
C 0.91517 -0.62994 1.77443
N 1.54539 -1.11034 0.99243
H 0.21007 -0.37172 2.48110
*
```

2.
Density functional theory data (ωB97M-V/def2-TZVPD) for a gas-phase ion, C5H15N2 (charge +1).

Computed properties:
Structure (SMILES): CCNCC[NH2+]C
Relative energy (zero: lowest compared OMol25 entry of this formula, charge and spin), kJ/mol: 184.7
HOMO energy, eV: -12.464
LUMO level, eV: -3.13

The geometry in ORCA input format:
```
! RIJCOSX wB97M-V def2-TZVPD def2/J DEFGRID3
* xyz 1 1
C 2.22885 0.85764 -0.95122
C 1.53604 -0.51563 -0.94867
N 1.21469 -0.95225 0.41540
C 0.09637 -1.31120 1.29984
C -0.95630 -0.19449 1.25543
N -1.58978 -0.07975 -0.12516
C -2.17504 1.24567 -0.34256
H 2.69720 0.97542 -1.93131
H 2.93169 0.88783 -0.12563
H 1.49922 1.66485 -0.86245
H 2.15313 -1.24784 -1.46513
H 0.61516 -0.42860 -1.54373
H 1.99569 -1.49155 0.77134
H -0.39693 -2.22336 0.95148
H 0.49125 -1.28296 2.31034
H -0.48243 0.77430 1.43867
H -1.78791 -0.22565 1.95152
H -2.16184 -0.91916 -0.25951
H -0.79270 -0.29089 -0.74071
H -1.47518 2.05599 -0.52121
H -2.70935 1.60112 0.54307
H -2.93185 1.10050 -1.11978
*
```

3.
Density functional theory data (ωB97M-V/def2-TZVPD) for a molecular structure, C31H32BGaN10O3.

Computed properties:
HOMO energy (spin up / spin down), eV: -10.951 / -11.008
LUMO level (spin up / spin down), eV: -3.08 / -5.02

The geometry in ORCA input format:
```
! RIJCOSX wB97M-V def2-TZVPD def2/J DEFGRID3
* xyz 1 2
Ga 0.37241 0.31795 0.65678
C -2.50570 1.74974 -2.69242
O -1.62010 2.65507 -3.39166
C -0.39588 2.95242 -3.02244
C 0.32242 3.77055 -3.91016
C 1.60054 4.15678 -3.62052
C 2.22491 3.75442 -2.41306
C 1.58395 2.94797 -1.51816
C 2.25122 2.64389 -0.25925
N 1.87250 1.78900 0.61288
N 2.65156 1.74924 1.75979
C 2.00834 1.09622 2.69014
O 0.84906 0.53430 2.49440
C 2.60072 0.99588 4.03974
C 1.80530 0.58167 5.10375
C 2.34542 0.48705 6.37695
C 3.68117 0.79930 6.58601
C 4.47511 1.21840 5.52524
C 3.93723 1.32353 4.25403
C 0.22955 2.50470 -1.77590
O -0.38741 1.77854 -0.96827
H -3.40621 1.74135 -3.29737
H -2.71779 2.11061 -1.69099
H -2.07059 0.75477 -2.65437
H -0.16748 4.07702 -4.82417
H 2.13869 4.78532 -4.31640
H 3.22772 4.09805 -2.18943
H 3.15437 3.20548 -0.02531
H 0.76606 0.33948 4.92646
H 1.72610 0.16857 7.20480
H 4.10594 0.71821 7.57799
H 5.51550 1.46312 5.69266
H 4.54148 1.65394 3.42004
C 1.77285 -2.41889 2.91358
C 0.81181 -2.76258 1.82390
C 0.46358 -4.04028 1.36357
C -0.41219 -3.82670 0.32664
N -0.58710 -2.50122 0.18861
N 0.17654 -1.83891 1.10346
B -1.33262 -1.66223 -0.87082
N -2.15210 -0.55048 -0.11783
C -3.47988 -0.37547 -0.06724
C -3.76409 0.59941 0.86661
C -2.52527 0.99373 1.38379
C -2.20818 2.01579 2.42393
N -1.57501 0.28143 0.78340
N -0.20304 -1.00895 -1.75223
C 0.11034 -1.20304 -3.04234
C 1.42267 -0.83660 -3.24109
C 1.89660 -0.43851 -1.98707
C 3.30405 -0.10602 -1.61294
N 0.90469 -0.52859 -1.09985
N -2.30924 -2.46437 -1.68187
C -3.16066 -3.42107 -1.22611
C -4.10330 -3.63483 -2.19390
C -3.77179 -2.73008 -3.22853
C -4.47003 -2.52661 -4.53663
N -2.70488 -2.01858 -2.90838
H 2.00196 -3.30739 3.49856
H 1.36387 -1.66014 3.57260
H 2.71182 -2.03775 2.50593
H 0.80942 -4.98582 1.74343
H -0.90688 -4.52681 -0.32463
H -4.13953 -0.95322 -0.69535
H -4.73376 0.97208 1.14755
H -2.73868 2.94448 2.21825
H -1.14034 2.22016 2.46857
H -2.52100 1.66302 3.40704
H -0.62683 -1.60756 -3.71593
H 1.98436 -0.89748 -4.15740
H 3.89092 -1.02581 -1.61283
H 3.38954 0.33459 -0.62516
H 3.75056 0.56673 -2.34471
H -3.04661 -3.85964 -0.24869
H -4.91631 -4.34026 -2.17337
H -5.22804 -3.29191 -4.69072
H -3.76353 -2.57264 -5.36445
H -4.96073 -1.55350 -4.57117
*
```

4.
Density functional theory data (ωB97M-V/def2-TZVPD) for C5H10N2O4 in the gas phase.

Computed properties:
Structure (SMILES): NCC(=O)N[C@@H](CO)C(=O)O
Relative energy (zero: lowest compared OMol25 entry of this formula, charge and spin), kJ/mol: 249.6
HOMO energy, eV: -9.587
LUMO level, eV: 0.13

The geometry in ORCA input format:
```
! RIJCOSX wB97M-V def2-TZVPD def2/J DEFGRID3
* xyz 0 1
N -1.87266 -1.66204 -0.99259
C -2.48937 -0.20516 -0.79828
C -1.82390 0.49142 0.50344
O -2.57274 1.11770 1.28315
N -0.46572 0.57187 0.50258
C 0.74645 0.11468 -0.27423
C 1.81097 1.26734 -0.29422
O 1.64172 2.41554 -1.04718
C 1.34677 -1.13745 0.22734
O 1.66202 -2.09609 -0.52286
O 1.85106 -1.10856 1.50139
H -2.22582 -2.09561 -0.13541
H -0.90800 -1.63708 -1.09403
H -3.58435 -0.22298 -0.79087
H -2.32186 0.21504 -1.76800
H -0.21518 1.23695 1.20292
H 0.41668 -0.32684 -1.28313
H 2.00090 1.45897 0.80817
H 2.86239 0.80104 -0.46034
H 0.77915 2.83031 -0.87503
H 1.36284 -0.44232 1.92539
*
```

Number 1: total energy -8741.5360 eV, largest force on an atom 4.4 eV Å⁻¹. Number 2: total energy -8400.7620 eV, largest force on an atom 3.0 eV Å⁻¹. Number 3: total energy -106761.1875 eV, largest force on an atom 0.6 eV Å⁻¹. Number 4: total energy -16515.5279 eV, largest force on an atom 5.5 eV Å⁻¹.